Record 1
DFT (ωB97M-V/def2-TZVPD) results for 2 unconnected molecules or ions with the total composition C2H9NS.

The geometry in XYZ format:
```
13
Properties=species:S:1:pos:R:3:lowdin_charge:R:1
S 1.53 0.89 0.37 0.7010
N -1.39 -2.82 0.87 0.0156
C -0.06 1.76 0.75 -0.4095
C 1.30 0.73 -1.43 -0.4411
H -0.39 -2.94 0.83 -0.0009
H -1.97 -3.54 0.49 -0.0060
H -0.78 1.45 0.00 0.0177
H 0.31 0.86 -1.89 0.0403
H 1.51 -0.33 -1.58 0.0151
H -1.71 -2.00 1.33 -0.0058
H 0.06 2.81 0.44 0.0267
H 1.89 1.47 -1.97 0.0248
H -0.31 1.67 1.80 0.0220
```

Summary:
structure (SMILES)	CSC.N
lowest unoccupied orbital energy	0.921	eV
HOMO	-8.50	eV
electronic energy	-534.50206	a.u.
gap between HOMO and LUMO	9.4170	eV

---

Record 2
DFT (ωB97M-V/def2-TZVPD) results for 3 unconnected molecules or ions with the total composition C28H51F2N4O10.

The geometry in XYZ format:
```
95
Properties=species:S:1:pos:R:3:lowdin_charge:R:1
F 3.56 -0.68 3.89 -0.0636
F 1.10 2.48 5.56 0.0613
O 0.14 -2.07 -2.58 -0.1417
O 1.31 5.78 -3.08 -0.2098
O 2.35 -1.48 -4.62 -0.2047
O -3.15 -2.88 0.11 -0.1778
O 1.08 8.44 -1.64 -0.1215
O -1.07 1.81 5.39 0.1099
O 1.45 0.72 1.98 0.1326
O 1.50 0.64 -2.49 -0.1924
O 0.38 -5.81 4.48 0.0052
O -1.11 7.67 -3.63 -0.2079
N -1.22 -7.64 4.53 0.0998
N 0.01 -1.61 3.97 -0.0829
N 0.07 2.09 3.28 0.1442
N -0.59 -2.76 4.27 0.1784
C -3.71 -4.07 -0.49 -0.1984
C -2.66 -5.29 -0.64 -0.2035
C -2.36 -2.23 2.34 0.0321
C 1.41 5.97 -1.67 -0.1920
C 3.06 -3.18 4.05 -0.0411
C 0.58 7.17 -1.21 -0.1768
C 1.07 -2.03 -4.90 -0.1874
C 0.45 0.77 2.75 -0.2845
C 1.29 -1.70 -1.82 -0.1711
C -0.43 8.92 -3.56 -0.1872
C -1.73 -3.11 3.51 -0.0587
C -3.63 -2.67 1.47 -0.1497
C -1.14 -4.91 -0.29 -0.1136
C 1.32 -0.24 -1.38 -0.1962
C -2.49 -4.50 3.83 -0.1219
C -0.02 2.10 4.75 -0.3341
C 1.26 -1.31 4.78 -0.0118
C 0.99 8.74 -3.03 -0.1695
C -2.46 7.75 -3.22 -0.1169
C 0.02 -1.53 -3.90 -0.1673
C 2.50 -1.67 3.79 -0.2756
C -1.92 -5.19 5.17 -0.1042
C -0.78 -6.24 4.70 -0.4141
C -0.33 -0.60 3.01 0.0224
C 0.70 1.80 -2.43 -0.1011
C 2.54 5.44 -3.69 -0.1063
C 3.40 -2.42 -4.76 -0.1105
C -1.59 -0.87 2.09 0.1569
H -3.59 -4.22 4.05 0.1321
H 1.36 -2.05 5.67 0.1564
H 1.30 -0.22 5.13 0.1341
H 1.56 8.02 -3.62 0.1114
H -2.95 -6.19 0.01 0.1031
H -0.79 2.47 2.83 0.1633
H -1.92 -0.12 1.28 0.1422
H -1.86 -7.61 3.71 0.0963
H 0.79 -1.71 -5.91 0.1288
H -0.43 -8.27 4.34 0.0993
H -0.02 -0.44 -3.87 0.1125
H 3.17 -3.36 -4.26 0.0848
H 2.44 5.63 -4.77 0.0919
H -0.73 -4.01 -0.85 0.0664
H -0.97 9.63 -2.93 0.1249
H 1.51 9.70 -3.15 0.1289
H -3.07 8.23 -3.99 0.0893
H -0.38 9.33 -4.58 0.1271
H -2.55 8.29 -2.27 0.0851
H 0.62 7.19 -0.12 0.1257
H 1.09 -3.13 -4.88 0.1243
H -1.55 -4.44 5.95 0.1227
H -2.82 6.73 -3.05 0.0878
H 1.15 2.53 -1.75 0.0801
H -4.17 -3.57 1.92 0.1241
H 3.61 -2.59 -5.82 0.0910
H 2.16 -1.67 2.68 0.1413
H -0.48 -5.82 -0.60 0.0896
H -2.69 -5.65 -1.73 0.1114
H 2.45 6.11 -1.36 0.1251
H 2.75 4.38 -3.54 0.0808
H 4.29 -2.00 -4.28 0.0923
H -2.53 -5.21 2.92 0.1265
H -4.34 -1.76 1.42 0.1522
H 3.90 -3.46 3.32 0.1008
H 2.15 -3.88 3.90 0.0750
H 2.21 -1.98 -2.34 0.1143
H 0.66 2.24 -3.43 0.0959
H 3.40 -3.31 5.14 0.0987
H 1.26 -2.31 -0.92 0.1158
H -2.74 -5.81 5.70 0.1275
H -4.65 -4.47 0.01 0.1245
H -0.47 7.05 -1.48 0.1084
H 1.03 5.06 -1.19 0.1094
H -0.96 -1.86 -4.26 0.1269
H 0.39 -0.01 -0.84 0.1056
H 3.36 6.05 -3.31 0.0894
H 2.16 -0.08 -0.70 0.1224
H -0.32 1.57 -2.11 0.0844
H -0.96 -4.80 0.85 0.0619
H -4.02 -3.78 -1.56 0.1394
```

Summary:
charge	+1
lowest unoccupied orbital energy	-5.095	eV
HOMO	-10.42	eV
electronic energy	-2267.98981	a.u.
gap between HOMO and LUMO	5.3213	eV

---

Record 3
DFT (ωB97M-V/def2-TZVPD) results for a molecular structure, C36H62MoO2SeSi2Te.

The geometry in XYZ format:
```
105
Properties=species:S:1:pos:R:3:lowdin_charge:R:1
Te -1.44 -1.12 3.74 1.3489
Mo -0.76 0.45 1.58 1.2563
Se 1.03 -1.14 0.77 1.1992
Si -2.64 -3.72 1.92 0.4059
Si -3.70 1.53 3.54 0.4399
O -1.39 0.35 -0.17 -0.3419
O 0.62 1.65 1.70 -0.3266
C 4.47 1.14 0.16 -0.1314
C -3.33 -4.39 3.51 -0.1713
C -4.33 2.81 4.72 -0.1609
C 6.15 -0.39 -0.95 -0.0590
C 0.63 -3.04 -4.29 -0.5552
C 2.40 3.97 1.81 -0.5277
C -2.33 2.33 2.48 -0.2122
C -2.62 1.75 -2.56 -0.0252
C -0.45 -4.08 -4.65 -0.0313
C 1.22 4.55 1.02 -0.0267
C 1.91 -3.78 -3.90 -0.0577
C 2.79 2.61 1.24 -0.0697
C 2.29 0.31 0.66 -0.3739
C -5.02 0.90 2.40 -0.1593
C -1.05 -1.40 -3.36 0.0619
C 0.22 -1.22 -0.97 -0.3808
C 0.74 -2.06 -1.93 -0.0352
C -1.61 -0.55 -2.41 -0.0712
C -0.86 -4.22 1.63 -0.1770
C 3.56 0.10 0.15 -0.0278
C -3.97 -0.18 -1.65 -0.0287
C -3.45 -0.03 -4.07 -0.0506
C -0.93 -0.47 -1.19 -0.2971
C 1.91 1.53 1.20 -0.2809
C 3.55 4.97 1.73 -0.0520
C -2.91 0.16 4.60 -0.5452
C 6.09 2.03 -1.52 -0.0312
C 0.11 -2.15 -3.17 -0.1354
C 4.06 2.36 0.70 0.0627
C 5.89 1.01 -0.39 -0.5544
C 0.93 -2.17 -5.52 -0.0306
C 6.89 1.28 0.74 -0.0302
C -2.90 0.24 -2.67 -0.5253
C 2.03 3.82 3.30 -0.0279
C -2.61 -1.81 2.07 -0.5418
C -3.70 -4.07 0.43 -0.1578
H 1.63 -2.64 -1.72 0.1068
H -2.39 0.61 5.45 0.0194
H -3.67 0.03 -0.62 0.0492
H -2.67 3.36 2.28 0.0803
H -3.53 2.31 -2.78 0.0954
H 4.42 4.64 2.30 0.0959
H -3.28 -3.62 -0.47 0.0311
H 0.33 3.93 1.08 0.0624
H 7.91 1.18 0.36 0.0958
H 0.03 -1.66 -5.88 0.0828
H 3.23 5.92 2.15 0.0967
H -2.75 0.28 -4.85 0.0965
H -3.61 -1.39 2.23 0.0080
H -4.33 -4.01 3.70 0.0456
H -3.54 3.24 5.34 0.0491
H 5.48 -0.63 -1.78 0.0884
H 5.38 1.86 -2.33 0.0945
H -4.90 0.36 -1.85 0.0979
H -0.79 -5.31 1.56 0.0527
H 1.30 -2.79 -6.33 0.0958
H -1.55 -1.48 -4.31 0.1051
H -5.60 1.76 2.04 0.0550
H 3.86 5.16 0.70 0.0957
H -2.25 2.00 1.41 0.0189
H -5.73 0.25 2.92 0.0543
H 1.68 -1.42 -5.29 0.0950
H -3.77 -5.15 0.26 0.0494
H -1.36 2.50 2.96 0.0333
H -4.64 0.38 1.52 0.0080
H -0.68 -4.71 -3.79 0.0924
H 0.97 5.54 1.41 0.0953
H 1.48 4.67 -0.03 0.0991
H -0.19 -3.91 2.43 0.0258
H 2.24 -4.40 -4.73 0.0963
H -2.28 2.04 -1.56 0.0666
H 4.77 3.17 0.71 0.1048
H -0.49 -3.82 0.68 0.0158
H 6.76 0.56 1.56 0.0952
H -0.09 -4.72 -5.45 0.0958
H -4.81 3.63 4.18 0.0512
H -3.70 -1.08 -4.21 0.0949
H 1.75 -4.45 -3.05 0.0899
H 1.78 4.80 3.71 0.0954
H -4.36 0.55 -4.21 0.0969
H 2.86 3.42 3.87 0.0990
H 7.10 1.94 -1.92 0.0955
H -4.19 -1.25 -1.74 0.0918
H 6.79 2.28 1.15 0.0828
H -2.69 -4.17 4.37 0.0275
H -3.66 -0.51 5.03 0.0275
H -2.25 -1.41 1.11 -0.0188
H 2.72 -3.09 -3.66 0.0888
H -1.37 -3.61 -4.98 0.0824
H 5.97 3.06 -1.17 0.0826
H -3.41 -5.48 3.44 0.0503
H -5.08 2.38 5.39 0.0528
H 7.17 -0.44 -1.34 0.0958
H 1.17 3.17 3.44 0.0606
H 3.83 -0.87 -0.24 0.1071
H 6.06 -1.16 -0.18 0.0907
H -4.72 -3.70 0.56 0.0460
H -1.86 2.06 -3.28 0.0997
```

Summary:
charge	+2
multiplicity	3
lowest unoccupied orbital energy (alpha / beta)	-7.145 / -7.478	eV
HOMO (alpha / beta)	-13.76 / -13.80	eV
electronic energy	-4875.62120	a.u.
gap between HOMO and LUMO (alpha / beta)	6.6159 / 6.3241	eV